# 1
Here is a structure of composition C5H8LiO3Tl from OMol25. Energies are from ωB97M-V with the def2-TZVPD basis set.

Total charge ... +2
Relative energy (zero: lowest compared OMol25 entry of this formula, charge and spin) ... 281.54 kJ/mol
Kohn-Sham gap ... 9.049 eV

Element x y z (Å)
C -0.775 -0.621 0.167
C -1.526 -0.364 -0.942
H -0.078 0.429 0.432
H -0.214 -1.554 0.294
H -2.567 -0.025 -0.835
Li -2.964 -1.580 2.235
O -1.334 0.986 3.574
Tl 1.107 3.230 2.798
O 0.005 1.257 1.877
C -0.835 0.543 2.458
O -1.452 -0.395 1.796
C -2.444 0.327 4.221
C -2.680 1.009 5.544
H -3.324 0.430 3.568
H -2.178 -0.730 4.376
H -2.939 2.064 5.393
H -3.504 0.496 6.055
H -1.780 0.963 6.169

Here are the natural (NBO) charges for atoms 1 to 2, given in e:
1 C -0.419
2 C 0.130

# 2
Here is a structure of composition C5H8MgO5Yb from OMol25. Energies are from ωB97M-V with the def2-TZVPD basis set.

Total charge ... +2
2S+1 ... 3
Kohn-Sham gap (alpha / beta) ... 3.205 / 3.628 eV

Element x y z (Å)
C 0.833 -0.823 0.130
O 1.863 -1.476 -0.134
O 0.692 0.402 -0.110
Yb 4.188 -2.599 0.348
O -0.928 -0.357 1.810
C -1.910 -1.326 1.842
C -2.416 -1.511 0.444
O -2.632 -0.334 -0.052
C -3.357 0.084 -1.233
C -3.389 1.610 -1.100
O -2.150 2.110 -0.751
Mg -1.045 1.210 0.526
H -2.800 -1.187 2.493
H -1.509 -2.318 2.144
H -3.163 -2.289 0.234
H -0.210 -1.618 -0.112
H -4.337 -0.408 -1.224
H -2.743 -0.229 -2.088
H -4.173 1.869 -0.360
H -3.742 1.996 -2.076

Here are the natural (NBO) charges for atoms 1 to 2, given in e:
1 C 0.663
2 O -0.912

# 3
Here is the ion C5H8N with charge +1 from OMol25. Energies are from ωB97M-V with the def2-TZVPD basis set.

Total charge ... +1
Relative energy (zero: lowest compared OMol25 entry of this formula, charge and spin) ... 284.74 kJ/mol
Kohn-Sham gap ... 9.600 eV
SMILES ... C/C=C1\CC=[NH+]1

Element x y z (Å)
C 1.047 0.857 0.302
C 2.343 0.309 0.115
C -0.749 -1.028 -0.262
C 0.469 -0.545 -0.055
C -1.895 -0.107 -0.052
N 2.016 -0.965 -0.098
H 1.103 1.243 1.330
H 0.730 1.675 -0.331
H 3.374 0.738 0.150
H -0.954 -2.007 -0.646
H -1.705 0.854 -0.459
H -2.222 -0.302 1.002
H -2.808 -0.532 -0.618
H 2.594 -1.874 -0.097

Here are the natural (NBO) charges for atoms 1 to 2, given in e:
1 C -0.541
2 C 0.290

# 4
Here is the ion C5H8N with charge +1 from OMol25. Energies are from ωB97M-V with the def2-TZVPD basis set.

Total charge ... +1
Relative energy (zero: lowest compared OMol25 entry of this formula, charge and spin) ... 385.50 kJ/mol
Kohn-Sham gap ... 12.333 eV
SMILES ... C=C[N@+]12C[C@@H]1C2

Element x y z (Å)
C 0.772 0.172 -2.111
C 0.801 -0.345 -0.942
C -0.510 -1.105 1.159
C -0.831 1.068 0.678
C 0.060 0.257 1.545
N -0.168 -0.063 0.140
H 1.442 -0.128 -2.887
H 0.026 0.954 -2.417
H 1.351 -1.174 -0.739
H 0.019 -2.109 1.153
H -1.554 -1.206 1.362
H -1.872 1.076 0.679
H -0.495 1.988 0.432
H 0.960 0.615 1.949

Here are the natural (NBO) charges for atoms 1 to 2, given in e:
1 C -0.314
2 C -0.053

# 5
Here is the ion C5H8N with charge +1 from OMol25. Energies are from ωB97M-V with the def2-TZVPD basis set.

Total charge ... +1
Relative energy (zero: lowest compared OMol25 entry of this formula, charge and spin) ... 327.79 kJ/mol
Kohn-Sham gap ... 11.206 eV
SMILES ... CC1=[N+]2C[C@]12C

Element x y z (Å)
C 0.715 0.191 -0.459
C -1.262 0.990 -0.867
C -0.552 0.282 0.197
C 2.061 -0.190 -0.261
C -1.102 -0.607 1.214
N -0.137 0.152 -1.470
H -2.271 0.684 -1.072
H -1.051 2.004 -1.156
H 2.378 -0.823 -1.064
H 2.140 -0.764 0.698
H 2.672 0.764 -0.349
H -1.561 -1.475 0.758
H -1.796 -0.167 1.947
H -0.234 -1.042 1.885

Here are the natural (NBO) charges for atoms 1 to 2, given in e:
1 C 0.343
2 C -0.242

# 6
Here is the ion C5H8N with charge +1 from OMol25. Energies are from ωB97M-V with the def2-TZVPD basis set.

Total charge ... +1
Relative energy (zero: lowest compared OMol25 entry of this formula, charge and spin) ... 537.35 kJ/mol
Kohn-Sham gap (alpha / beta) ... 7.420 / 7.419 eV

Element x y z (Å)
C 0.134 0.269 0.078
C -1.182 0.141 -0.331
C 0.603 -0.357 1.327
C 1.424 0.597 -0.395
C -1.697 0.168 -1.730
N 2.007 0.172 0.960
H -1.953 -0.115 0.431
H 0.287 0.016 2.252
H 0.477 -1.441 1.513
H -2.737 0.241 -1.839
H -1.476 -0.840 -2.199
H -1.193 0.821 -2.450
H 2.612 0.894 1.564
H 2.695 -0.566 0.819

Here are the natural (NBO) charges for atoms 1 to 2, given in e:
1 C -0.357
2 C 0.217

# 7
Here is the ion C5H8N with charge +1 from OMol25. Energies are from ωB97M-V with the def2-TZVPD basis set.

Total charge ... +1
Relative energy (zero: lowest compared OMol25 entry of this formula, charge and spin) ... 336.71 kJ/mol
Kohn-Sham gap ... 9.016 eV
SMILES ... C#[N+]CCC=C

Element x y z (Å)
C 2.763 -0.697 0.084
C -0.300 0.566 0.640
C -1.260 -0.542 0.373
C 0.769 0.715 -0.450
C -2.272 -0.467 -0.463
N 1.837 -0.033 -0.089
H 3.649 -1.238 0.358
H -0.787 1.442 0.833
H 0.301 0.365 1.624
H -0.916 -1.631 0.555
H -2.635 0.482 -0.866
H 0.651 0.588 -1.551
H 1.015 1.766 -0.369
H -2.815 -1.315 -0.679

Here are the natural (NBO) charges for atoms 1 to 2, given in e:
1 C 0.438
2 C -0.419

# 8
Here is the ion C5H8N with charge +1 from OMol25. Energies are from ωB97M-V with the def2-TZVPD basis set.

Total charge ... +1
Relative energy (zero: lowest compared OMol25 entry of this formula, charge and spin) ... 388.77 kJ/mol
Kohn-Sham gap ... 11.438 eV
SMILES ... CC1=C[C@@H]2[NH2+][C@H]12

Element x y z (Å)
C -0.052 0.968 -0.899
C 0.701 0.049 -0.335
C -1.364 0.279 -0.582
C -0.821 -0.927 0.016
C 2.047 -0.262 0.045
N -1.460 0.130 0.886
H 0.153 1.887 -1.402
H -2.309 0.459 -1.093
H -1.131 -1.938 0.135
H 2.225 0.106 1.034
H 2.956 0.148 -0.544
H 2.164 -1.375 0.043
H -0.715 0.535 1.455
H -2.394 -0.059 1.242

Here are the natural (NBO) charges for atoms 1 to 2, given in e:
1 C -0.244
2 C 0.151

# 9
Here is the ion C5H8N with charge +1 from OMol25. Energies are from ωB97M-V with the def2-TZVPD basis set.

Total charge ... +1
Relative energy (zero: lowest compared OMol25 entry of this formula, charge and spin) ... 299.29 kJ/mol
Kohn-Sham gap ... 9.796 eV
SMILES ... C=CC(C)=[N+]=C

Element x y z (Å)
C -1.855 1.154 1.525
C 0.948 -1.914 -0.506
C 0.105 -1.212 0.317
C -0.050 0.246 0.169
C 0.626 0.924 -0.969
N -1.062 0.653 0.737
H -1.540 1.768 2.288
H -2.815 0.908 1.450
H 0.864 -2.969 -0.401
H 1.832 -1.443 -1.104
H -0.554 -1.668 1.137
H 1.294 1.675 -0.411
H -0.178 1.467 -1.626
H 1.139 0.266 -1.679

Here are the natural (NBO) charges for atoms 1 to 2, given in e:
1 C 0.099
2 C -0.236

# 10
Here is the ion C5H8N with charge +1 from OMol25. Energies are from ωB97M-V with the def2-TZVPD basis set.

Total charge ... +1
Relative energy (zero: lowest compared OMol25 entry of this formula, charge and spin) ... 319.46 kJ/mol
Kohn-Sham gap ... 9.489 eV
SMILES ... C#CC/C=[NH+]/C

Element x y z (Å)
C 2.352 -0.068 0.049
C 3.147 -0.971 0.016
C 1.450 1.075 0.003
C 0.053 0.824 0.035
C -1.989 -0.702 -0.007
N -0.572 -0.342 -0.044
H -0.142 -1.123 -0.405
H 1.619 1.842 0.915
H 1.633 1.656 -0.915
H -0.591 1.678 0.263
H -2.655 0.292 -0.219
H -2.100 -1.577 -0.711
H -2.437 -1.086 0.928
H 3.991 -1.596 -0.045

Here are the natural (NBO) charges for atoms 1 to 2, given in e:
1 C -0.104
2 C -0.094

# 11
Here is a structure of composition C5H8N from OMol25. Energies are from ωB97M-V with the def2-TZVPD basis set.

Total charge ... +1
Relative energy (zero: lowest compared OMol25 entry of this formula, charge and spin) ... 661.76 kJ/mol
Kohn-Sham gap ... 9.180 eV

Element x y z (Å)
C 0.119 0.966 -0.912
C -0.704 0.164 -0.205
C 0.195 0.467 0.898
C 1.361 0.628 0.065
C -2.699 -0.150 -0.110
N 1.950 -0.756 -0.266
H -0.027 1.186 1.675
H 2.196 1.426 0.243
H -2.715 -0.551 0.829
H -2.818 -0.955 -0.895
H -3.023 0.870 -0.329
H 2.541 -1.115 0.552
H 2.526 -0.731 -1.210
H 1.098 -1.448 -0.335

Here are the natural (NBO) charges for atoms 1 to 2, given in e:
1 C -0.009
2 C -0.090

# 12
Here is a structure of composition C5H8N from OMol25. Energies are from ωB97M-V with the def2-TZVPD basis set.

Total charge ... +1
Relative energy (zero: lowest compared OMol25 entry of this formula, charge and spin) ... 481.02 kJ/mol
Kohn-Sham gap ... 11.628 eV

Element x y z (Å)
C 1.892 -0.798 0.297
C 1.998 0.472 0.565
C -1.564 0.770 -0.143
C 1.297 0.045 -0.653
C -1.568 -0.440 0.616
N -0.542 -0.208 -0.404
H 2.488 -1.701 0.376
H 2.487 1.321 1.078
H -2.181 0.908 -0.984
H -1.374 1.796 0.275
H -1.108 -0.342 1.610
H -2.222 -1.259 0.434
H -0.884 -0.633 -1.359
H 1.281 0.068 -1.708

Here are the natural (NBO) charges for atoms 1 to 2, given in e:
1 C -0.122
2 C -0.096

# 13
Here is a structure of composition C5H8N from OMol25. Energies are from ωB97M-V with the def2-TZVPD basis set.

Total charge ... +1
Relative energy (zero: lowest compared OMol25 entry of this formula, charge and spin) ... 633.74 kJ/mol
Kohn-Sham gap ... 6.992 eV

Element x y z (Å)
C 1.786 -0.634 -0.642
C 2.442 0.298 0.382
C 1.279 0.758 1.251
C 0.375 0.099 0.572
C -3.251 -0.145 -0.620
N 0.510 -0.723 -0.475
H 2.330 -1.158 -1.484
H 3.146 -0.240 1.160
H 3.207 1.021 -0.124
H 1.342 1.205 2.181
H -2.626 -0.919 -1.000
H -3.875 -0.392 0.346
H -4.147 0.227 -1.321
H -2.516 0.605 -0.225

Here are the natural (NBO) charges for atoms 1 to 2, given in e:
1 C 0.202
2 C -0.494

# 14
Here is the ion C5H8N with charge +1 from OMol25. Energies are from ωB97M-V with the def2-TZVPD basis set.

Total charge ... +1
Relative energy (zero: lowest compared OMol25 entry of this formula, charge and spin) ... 614.62 kJ/mol
Kohn-Sham gap ... 8.327 eV

Element x y z (Å)
C 2.118 0.249 -0.055
C 3.367 -0.195 0.064
C -0.292 -0.237 -0.161
C -1.547 0.673 -0.247
C -2.752 0.012 0.064
N 0.953 0.597 -0.146
H 3.770 -0.275 -0.919
H 3.767 -0.208 0.987
H -0.538 -0.904 0.708
H -0.252 -0.925 -0.946
H -3.162 0.494 0.866
H -2.525 -1.019 0.405
H -3.536 0.188 -0.651
H 0.630 1.549 0.031

Here are the natural (NBO) charges for atoms 1 to 2, given in e:
1 C 0.507
2 C -0.389

# 15
Here is a cluster of 2 separate species, C5H8N in total from OMol25. Energies are from ωB97M-V with the def2-TZVPD basis set.

Total charge ... +1
Relative energy (zero: lowest compared OMol25 entry of this formula, charge and spin) ... 792.01 kJ/mol
Kohn-Sham gap ... 10.028 eV

Element x y z (Å)
C -0.957 -1.415 1.311
C -1.593 -1.770 2.331
C 1.198 0.823 -2.347
C 1.272 0.569 0.245
C -0.241 0.715 -0.348
N 0.888 0.752 -1.114
H -1.921 -1.786 3.380
H -2.070 -2.503 1.669
H 0.267 1.221 -2.968
H 2.102 0.608 -2.878
H 1.851 1.466 0.460
H -0.881 -0.096 -0.230
H -0.813 1.671 -0.362
H 0.896 -0.255 0.853

Here are the natural (NBO) charges for atoms 1 to 2, given in e:
1 C 0.050
2 C -0.666

# 16
Here is a structure of composition C5H8N from OMol25. Energies are from ωB97M-V with the def2-TZVPD basis set.

Total charge ... +1
Relative energy (zero: lowest compared OMol25 entry of this formula, charge and spin) ... 441.37 kJ/mol
Kohn-Sham gap ... 10.980 eV

Element x y z (Å)
C -0.118 2.050 0.574
C -0.242 -1.078 -1.346
C 1.029 -0.146 0.677
C 0.104 -1.277 0.105
C -1.091 -0.550 -0.326
N 0.000 0.835 0.334
H -0.807 2.787 -0.027
H 0.388 2.686 1.343
H 0.286 -0.643 -2.128
H -0.671 -2.054 -1.752
H 1.218 -0.281 1.781
H 2.035 0.066 0.230
H -0.034 -2.262 0.480
H -2.097 -0.134 0.057

Here are the natural (NBO) charges for atoms 1 to 2, given in e:
1 C 0.076
2 C -0.459

Number 1: E_tot -600.359027 Ha. Number 2: E_tot -1929.559511 Ha. Number 3: E_tot -249.716692 Ha. Number 4: E_tot -249.678314 Ha. Number 5: E_tot -249.700295 Ha. Number 6: E_tot -249.620476 Ha. Number 7: E_tot -249.696898 Ha. Number 8: E_tot -249.677069 Ha. Number 9: E_tot -249.711150 Ha. Number 10: E_tot -249.703468 Ha. Number 11: E_tot -249.573092 Ha. Number 12: E_tot -249.641933 Ha. Number 13: E_tot -249.583766 Ha. Number 14: E_tot -249.591047 Ha. Number 15: E_tot -249.523485 Ha. Number 16: E_tot -249.657034 Ha.